(1)
Below is a 2-piece molecular cluster, C3H8O2 overall in a non-equilibrium geometry, with properties calculated with wB97M-V/def2-TZVPD.

Geometry as XYZ:
```
13
Properties=species:S:1:pos:R:3:lowdin_spin:R:1
C -0.442 0.833 -2.108 0.01
O -0.596 1.115 -0.739 0.03
H -1.397 0.737 -2.641 0.00
H 0.114 1.648 -2.575 0.00
H 0.091 -0.108 -2.245 0.00
H -1.099 0.399 -0.302 0.01
O -0.897 -0.695 1.338 0.28
C 0.334 -0.280 1.423 0.49
C 1.432 -0.976 0.644 0.09
H 0.636 0.596 2.013 0.05
H 2.132 -1.470 1.315 0.03
H 2.043 -0.239 0.077 0.02
H 1.000 -1.668 -0.088 0.00
```

The charge is -1. The spin multiplicity is 2. For the LUMO energy (alpha / beta), the calculation gives 0.154 / 0.150 Eh. As for the calculated total energy: -269.5119 Ha. The calculation puts the HOMO energy (alpha / beta) at 0.6 / -3.1 eV. For the energy relative to the best compared isomer or geometry (same formula, charge and spin), the calculation gives 33.85 kJ/mol.

***

(2)
Below is a 2-piece molecular cluster, C3H8O2 overall in a non-equilibrium geometry, with properties calculated with wB97M-V/def2-TZVPD.

Geometry as XYZ:
```
13
Properties=species:S:1:pos:R:3:lowdin_spin:R:1
O 2.581 -1.544 1.280 0.28
C 2.181 -0.405 1.524 0.32
H 1.305 -0.205 2.182 0.06
H 2.573 0.400 0.974 0.08
C -1.249 -0.310 -0.395 0.05
O -0.159 -1.127 -0.105 0.04
C -0.949 1.072 -0.918 0.09
H -1.790 -0.206 0.635 0.01
H -2.062 -0.734 -1.131 0.01
H 0.192 -1.152 -1.034 0.02
H -0.460 0.985 -1.844 0.02
H -0.333 1.579 -0.219 0.02
H -1.830 1.647 -0.949 0.01
```

The charge is -1. The spin multiplicity is 2. For the LUMO energy (alpha / beta), the calculation gives 0.155 / 0.148 Eh. As for the calculated total energy: -269.4690 Ha. The calculation puts the HOMO energy (alpha / beta) at 1.2 / -3.3 eV. For the energy relative to the best compared isomer or geometry (same formula, charge and spin), the calculation gives 146.45 kJ/mol.

***

(3)
Below is a 2-piece molecular cluster, C3H8O2 overall in a non-equilibrium geometry, with properties calculated with wB97M-V/def2-TZVPD.

Geometry as XYZ:
```
13
Properties=species:S:1:pos:R:3:mulliken_charge:R:1
C -1.517 -0.782 1.743 -0.77
C -0.530 -0.787 0.821 0.38
O 0.773 -1.028 1.116 -0.52
C -0.723 -0.020 -0.445 -0.68
H -2.521 -0.640 1.360 0.29
H -1.215 -0.688 2.782 0.26
H 1.334 -0.250 1.133 0.33
H -1.657 0.447 -0.757 0.34
H -0.443 -0.612 -1.335 0.22
H 0.036 0.804 -0.404 0.15
H 2.070 1.904 -1.788 0.32
H 1.919 0.624 -2.454 0.32
O 2.475 1.029 -1.770 -0.64
```

The spin multiplicity is 1. For the LUMO energy, the calculation gives 0.021 Eh. As for the calculated total energy: -269.5253 Ha. The calculation puts the HOMO energy at -8.9 eV. For the energy relative to the best compared isomer or geometry (same formula, charge and spin), the calculation gives 182.68 kJ/mol.

***

(4)
Below is a 2-piece molecular cluster, C3H8O2 overall in a non-equilibrium geometry, with properties calculated with wB97M-V/def2-TZVPD.

Geometry as XYZ:
```
13
Properties=species:S:1:pos:R:3:mulliken_charge:R:1
O 2.191 -0.388 -0.931 -0.46
C 1.242 -0.419 -0.194 -0.04
C 1.080 0.365 1.085 -0.27
C 0.817 -0.538 2.286 -1.04
H 0.428 -1.114 -0.475 0.35
H 0.219 1.019 0.922 0.27
H 1.932 1.038 1.177 0.27
H -0.262 -0.591 2.417 0.28
H 1.139 -0.137 3.243 0.31
H 1.257 -1.526 2.205 0.33
H -3.782 1.428 -4.068 0.32
H -2.664 0.358 -3.767 0.32
O -3.596 0.506 -3.898 -0.64
```

The spin multiplicity is 1. For the LUMO energy, the calculation gives 0.025 Eh. As for the calculated total energy: -269.5575 Ha. The calculation puts the HOMO energy at -9.9 eV. For the energy relative to the best compared isomer or geometry (same formula, charge and spin), the calculation gives 98.11 kJ/mol.

***

(5)
Below is a 2-piece molecular cluster, C3H8O2 overall in a non-equilibrium geometry, with properties calculated with wB97M-V/def2-TZVPD.

Geometry as XYZ:
```
13
Properties=species:S:1:pos:R:3:mulliken_charge:R:1
O -0.438 -1.975 -0.676 -0.41
C 0.232 -1.570 -1.586 -0.11
H 1.286 -1.285 -1.496 0.23
H -0.258 -1.540 -2.580 0.27
C 0.368 0.299 0.992 -0.41
O 1.382 0.552 0.011 -0.50
C -0.967 0.903 0.649 -0.97
H 0.306 -0.750 1.260 0.34
H 0.759 0.726 1.931 0.35
H 1.260 1.488 -0.185 0.29
H -1.368 0.396 -0.225 0.27
H -1.668 0.784 1.473 0.29
H -0.895 1.972 0.434 0.36
```

The spin multiplicity is 1. For the LUMO energy, the calculation gives 0.036 Eh. As for the calculated total energy: -269.5318 Ha. The calculation puts the HOMO energy at -9.8 eV. For the energy relative to the best compared isomer or geometry (same formula, charge and spin), the calculation gives 165.51 kJ/mol.

***

(6)
Below is a 2-piece molecular cluster, C3H8O2 overall in a non-equilibrium geometry, with properties calculated with wB97M-V/def2-TZVPD.

Geometry as XYZ:
```
13
Properties=species:S:1:pos:R:3:mulliken_charge:R:1
O 1.705 -0.269 -0.920 -0.41
C 1.965 -1.406 -0.626 -0.06
H 2.910 -1.506 -0.031 0.24
H 1.618 -2.292 -1.236 0.22
C -1.292 1.093 0.518 -0.23
O -0.032 0.681 1.073 -0.52
C -2.109 -0.151 -0.038 -0.73
H -1.138 1.856 -0.317 0.22
H -1.914 1.814 1.208 0.27
H 0.715 0.941 0.561 0.32
H -1.649 -0.549 -1.082 0.18
H -3.272 0.183 -0.238 0.27
H -2.036 -0.956 0.791 0.23
```

The spin multiplicity is 1. For the LUMO energy, the calculation gives 0.018 Eh. As for the calculated total energy: -269.4944 Ha. The calculation puts the HOMO energy at -10.1 eV. For the energy relative to the best compared isomer or geometry (same formula, charge and spin), the calculation gives 263.91 kJ/mol.